# 1
Formula: C19H65F9O18S
Source: the OMol25 dataset
Level of theory: the ωB97M-V functional and the def2-TZVPD basis

Geometry as XYZ:
```
112
Properties=species:S:1:pos:R:3:lowdin_charge:R:1
C -4.4127 -3.9907 -4.8785 -0.112
O -3.5268 -4.0685 -5.9791 -0.222
C -2.7930 -2.8289 -6.1097 -0.207
C -1.3778 -3.0671 -5.4715 -0.147
C -1.1476 -2.0804 -4.2889 -0.204
C -0.3566 -2.7189 -3.0996 -0.204
C 0.1593 -1.5497 -2.2136 -0.192
C 0.9334 -1.9863 -0.9354 -0.188
C 0.5626 -3.3870 -0.3987 -0.207
C -0.8921 -3.4945 0.1049 -0.155
C -1.0985 -2.6369 1.3987 -0.178
O -1.7277 -1.4264 1.0109 -0.140
C -2.9782 -1.2051 1.6154 -0.298
C -3.2478 0.2980 1.8816 -0.111
C -1.9319 1.1362 1.9554 -0.171
C -1.4912 1.6453 0.5641 -0.155
C -0.5604 2.8860 0.5729 -0.048
C 0.8953 2.5731 1.0875 -0.451
F 1.7300 3.0856 0.1495 0.095
F 1.0096 1.2461 1.1450 0.134
C 1.1040 3.2624 2.4590 -0.443
F 1.2832 4.5620 2.1945 0.127
F 0.0552 3.2117 3.2552 0.149
S 2.6047 2.6564 3.4510 0.855
F 1.9326 3.2235 4.8057 -0.136
F 1.9597 1.2351 3.7425 -0.105
F 3.3725 2.1628 2.1464 -0.124
F 3.3277 4.1067 3.3021 -0.169
F 3.8827 2.2020 4.3101 -0.133
C -4.1167 -1.7794 0.6663 -0.142
O -3.7837 -1.6198 -0.7026 -0.182
C -4.4572 -0.5668 -1.3716 -0.114
H -3.8253 -3.8766 -3.9448 0.095
H -5.0110 -4.9029 -4.7657 0.076
H -5.0900 -3.1178 -4.9289 0.094
H -2.6691 -2.5440 -7.1639 0.111
H -3.3695 -2.0466 -5.5959 0.106
H -0.6499 -2.8277 -6.2635 0.107
H -1.3143 -4.1192 -5.1739 0.116
H -2.1376 -1.8172 -3.8781 0.092
H -0.6515 -1.1520 -4.6074 0.109
H -1.0782 -3.3527 -2.5655 0.097
H 0.4769 -3.3350 -3.4737 0.120
H -0.7231 -0.9516 -1.9227 0.100
H 0.7595 -0.9043 -2.8757 0.107
H 0.7495 -1.2300 -0.1490 0.091
H 2.0156 -1.9456 -1.1694 0.085
H 1.2257 -3.5889 0.4639 0.110
H 0.8288 -4.1611 -1.1369 0.108
H -1.6377 -3.1103 -0.6076 0.094
H -1.1206 -4.5594 0.2758 0.112
H -1.6939 -3.2512 2.0907 0.120
H -0.1122 -2.4403 1.8536 0.123
H -3.1175 -1.7346 2.5738 0.141
H -3.7084 0.3805 2.8815 0.122
H -3.9441 0.7676 1.1845 0.079
H -2.1123 1.9333 2.6887 0.073
H -1.1468 0.4539 2.3242 0.113
H -2.4160 1.9801 0.0552 0.118
H -1.0895 0.8500 -0.0797 0.111
H -1.0101 3.7439 1.0926 0.119
H -0.4612 3.2019 -0.4780 0.134
H -4.3670 -2.8168 0.9340 0.124
H -5.0172 -1.1667 0.8654 0.112
H -4.0622 0.4312 -1.1337 0.070
H -5.5456 -0.5832 -1.2597 0.077
H -4.2467 -0.7209 -2.4459 0.084
O 5.3951 0.1244 2.7476 -0.040
H 4.8622 0.6170 3.3817 0.008
H 5.8374 0.8106 2.2361 0.049
O 4.2922 -2.3319 -0.6273 -0.048
H 4.1585 -1.4760 -0.2059 0.037
H 5.2048 -2.3004 -0.9324 0.023
O 3.8267 1.9779 -1.3681 -0.054
H 3.2164 2.4779 -0.8120 -0.008
H 4.2989 2.6491 -1.8697 0.036
O -5.4862 -2.7432 -8.6337 -0.059
H -5.1424 -3.2700 -7.9008 0.013
H -4.7937 -2.7900 -9.2993 0.033
O 7.5484 -1.5668 0.7428 -0.037
H 7.0141 -1.0732 1.3756 0.016
H 7.9951 -0.8889 0.2270 0.049
O -3.0722 3.7900 3.3675 -0.047
H -3.2458 4.5705 3.9053 0.050
H -2.1148 3.7707 3.2907 -0.005
O -5.4599 -7.5080 -5.5632 -0.057
H -5.4774 -7.9873 -6.3970 0.036
H -4.8702 -6.7659 -5.7339 0.009
O 6.8472 -4.3218 1.8660 -0.064
H 6.9810 -3.5674 1.2816 -0.011
H 7.1008 -3.9862 2.7328 0.015
O 3.6697 5.8888 5.6676 -0.043
H 3.4531 5.4273 4.8491 0.002
H 4.3679 6.5025 5.4151 0.045
O 5.2857 -3.5939 -3.7535 -0.052
H 4.9005 -3.2989 -2.9206 0.007
H 6.1383 -3.1504 -3.7918 0.031
O 0.3216 7.3990 0.8904 -0.049
H 0.3500 6.4594 1.0929 0.002
H 0.8848 7.8016 1.5590 0.036
O 2.2397 8.8708 5.6946 -0.048
H 2.8752 9.2406 6.3157 0.046
H 2.5838 7.9909 5.4994 0.007
O -0.5925 9.1594 7.3097 -0.065
H -0.5762 10.0340 7.7084 0.029
H 0.2857 9.0572 6.9226 -0.005
O -6.0115 1.3112 0.0602 -0.059
H -6.1580 2.1326 -0.4222 0.056
H -6.8941 1.0493 0.3450 0.055
O 7.0928 -1.9217 4.5554 -0.054
H 6.9861 -1.0345 4.1952 0.006
H 6.2415 -2.1085 4.9625 0.039
```

- Energy above the lowest of the compared OMol25 structures with the same formula, charge and spin: 21.35 kcal per mole
- Total charge: 0
- Energy: -92901.029 eV
- Frontier orbital gap: 8.33 eV
- Highest occupied orbital energy: -0.336 Eh

# 2
Formula: C19H68N26O17P3
Source: the OMol25 dataset
Level of theory: the ωB97M-V functional and the def2-TZVPD basis

Geometry as XYZ:
```
133
Properties=species:S:1:pos:R:3:lowdin_charge:R:1
C -3.5942 -1.7527 5.4087 -0.144
C -2.8106 -0.3587 5.3522 -0.422
P -1.9988 -0.1541 3.6674 0.848
C -1.9278 -1.9108 2.9424 -0.283
P 0.0375 0.6214 3.8484 0.624
O 0.0442 2.0137 2.8884 -0.279
C 0.5047 1.1878 5.5541 -0.233
C 0.5838 -0.1294 6.5470 -0.247
C 2.1350 -0.5716 6.9302 -0.007
O 1.1079 -1.3312 5.9432 -0.240
P 1.5797 -0.6656 2.8824 0.808
O 1.2302 -2.2843 3.1430 -0.317
O 1.2468 -0.4368 1.2282 -0.319
H -4.2388 -1.8167 4.4961 0.065
H -2.8876 -2.6198 5.4943 0.066
H -4.2972 -1.7888 6.2825 0.064
H -3.5919 0.4166 5.5602 0.082
H -2.1108 -0.3738 6.2227 0.043
H -1.5006 -2.5734 3.7280 0.029
H -1.1517 -1.8555 2.1283 0.030
H -2.9275 -2.2257 2.5639 0.018
H -0.3366 2.7562 3.3912 0.080
H 1.5535 1.5701 5.5541 0.103
H -0.2305 1.8802 6.0268 0.107
H -0.2022 -0.2213 7.3741 0.157
H 1.7729 -0.5638 8.0343 0.090
H 2.5782 -1.5868 7.0603 0.121
H 2.0668 -2.6705 3.4537 0.053
H 0.5214 0.2055 1.1184 0.050
C 0.9634 -5.4526 6.5137 -0.707
O 0.3277 -6.4864 6.3992 0.034
N 2.2701 -5.4342 6.9064 0.153
N 0.4241 -4.2260 6.2619 0.162
H 2.8115 -4.5970 7.0079 0.087
H 2.7026 -6.3201 7.1015 0.109
H -0.5374 -4.2021 5.9711 0.101
H 0.9273 -3.3606 6.3500 0.048
C 3.0549 1.7169 -1.6361 -0.668
O 2.4508 2.5362 -0.9501 0.000
N 3.1839 0.4162 -1.2616 0.158
N 3.6385 2.0397 -2.8163 0.172
H 3.6707 -0.2762 -1.7986 0.099
H 2.7583 0.1513 -0.3904 0.062
H 3.5628 2.9934 -3.1189 0.097
H 4.1373 1.3871 -3.3950 0.086
C -5.8007 -2.0492 1.2222 -0.700
O -4.8271 -1.9778 1.9698 -0.022
N -6.7107 -3.0431 1.3046 0.185
N -6.0387 -1.1315 0.2470 0.165
H -7.5086 -3.1203 0.7026 0.111
H -6.5654 -3.7413 2.0117 0.116
H -5.3816 -0.3767 0.1552 0.113
H -6.8250 -1.1699 -0.3746 0.108
C -0.4963 4.9204 -2.4029 -0.695
O -1.1030 3.8632 -2.4819 0.015
N 0.8122 4.9891 -2.0374 0.159
N -1.0826 6.1218 -2.6747 0.145
H 1.3270 5.8464 -1.9661 0.092
H 1.2782 4.1196 -1.8302 0.055
H -2.0485 6.1088 -2.9489 0.102
H -0.6049 7.0003 -2.6168 0.080
C 3.6004 2.0676 -6.3444 -0.659
O 4.6311 2.0315 -5.6791 0.009
N 3.5183 1.5071 -7.5836 0.140
N 2.4562 2.6634 -5.9163 0.172
H 2.6895 1.5256 -8.1525 0.112
H 4.3459 1.0596 -7.9405 0.109
H 2.4703 3.0893 -5.0084 0.088
H 1.6069 2.6982 -6.4566 0.099
C -4.1549 -4.8581 -0.7406 -0.681
O -5.0834 -5.3336 -0.1011 0.010
N -3.3222 -5.6208 -1.4973 0.161
N -3.8783 -3.5232 -0.7475 0.166
H -2.5547 -5.2547 -2.0312 0.084
H -3.4987 -6.6079 -1.5161 0.096
H -4.4757 -2.9268 -0.1975 0.047
H -3.1235 -3.1131 -1.2643 0.098
C -6.7725 -2.8506 7.6078 -0.690
O -6.6371 -1.9570 6.7821 0.002
N -6.7467 -4.1682 7.2698 0.155
N -6.9602 -2.6009 8.9317 0.153
H -6.8557 -4.9159 7.9290 0.097
H -6.6106 -4.3900 6.3000 0.104
H -6.9857 -1.6387 9.2174 0.105
H -7.0735 -3.3171 9.6243 0.097
C 3.4100 -1.4817 -9.7057 -0.691
O 3.5433 -0.5430 -10.4765 0.020
N 3.4728 -2.7795 -10.1126 0.148
N 3.1880 -1.3014 -8.3752 0.148
H 3.3661 -3.5629 -9.4970 0.091
H 3.6359 -2.9459 -11.0896 0.106
H 3.1364 -0.3460 -8.0470 0.043
H 3.0753 -2.0514 -7.7197 0.096
C 0.1479 5.6774 -7.2234 -0.690
O -0.4420 4.6081 -7.3397 -0.001
N 1.4337 5.7584 -6.8079 0.160
N -0.4440 6.8739 -7.5044 0.144
H 1.9429 6.6188 -6.7045 0.066
H 1.8943 4.8947 -6.5972 0.058
H -1.3980 6.8515 -7.8164 0.099
H 0.0197 7.7583 -7.4178 0.088
C -0.4875 -7.3652 -3.2828 -0.694
O -1.2718 -6.6969 -3.9406 0.014
N 0.8560 -7.1442 -3.3000 0.148
N -0.8905 -8.3873 -2.4789 0.152
H 1.5168 -7.6801 -2.7699 0.094
H 1.1896 -6.3983 -3.8834 0.104
H -1.8749 -8.5812 -2.4427 0.101
H -0.2645 -8.9478 -1.9321 0.096
C 4.9491 7.0472 -7.3303 -0.664
O 4.0211 6.5276 -6.7252 0.004
N 5.8335 6.3214 -8.0676 0.154
N 5.1745 8.3874 -7.3175 0.161
H 6.6009 6.7230 -8.5717 0.094
H 5.6969 5.3267 -8.0990 0.104
H 4.5382 8.9613 -6.7839 0.066
H 5.9304 8.8270 -7.8070 0.094
C -0.3990 -5.7617 10.9831 -0.694
O -0.9273 -5.5919 12.0693 0.025
N -0.0456 -6.9918 10.5216 0.155
N -0.1179 -4.7295 10.1367 0.148
H 0.3877 -7.1512 9.6304 0.089
H -0.2377 -7.7767 11.1177 0.107
H -0.3660 -3.8068 10.4432 0.097
H 0.3159 -4.8457 9.2399 0.066
C 2.8657 9.9946 -4.1113 -0.674
O 3.3170 9.3534 -5.0478 0.023
N 3.6273 10.8428 -3.3696 0.155
N 1.5600 9.9126 -3.7324 0.152
H 3.2768 11.3779 -2.5979 0.096
H 4.5958 10.9279 -3.6214 0.108
H 0.9683 9.2954 -4.2596 0.099
H 1.1671 10.4291 -2.9682 0.094
```

- Energy above the lowest of the compared OMol25 structures with the same formula, charge and spin: 0.00 kcal per mole
- Total charge: +1
- Energy: -122224.967 eV
- Frontier orbital gap: 6.69 eV
- Highest occupied orbital energy: -0.380 Eh

# 3
Formula: C19H76N26O19
Source: the OMol25 dataset
Level of theory: the ωB97M-V functional and the def2-TZVPD basis

Geometry as XYZ:
```
140
Properties=species:S:1:pos:R:3:lowdin_charge:R:1
C -3.9517 2.1825 2.0059 -0.156
O -3.6506 3.3711 1.3059 -0.175
H -4.9344 2.2744 2.4399 0.077
H -3.9342 1.2742 1.4014 0.066
H -3.3143 2.1543 2.9101 0.082
H -2.6632 3.2901 1.1618 0.055
C 3.0993 -1.9144 -1.8989 -0.189
O 2.8226 -2.5091 -3.1291 -0.077
H 3.5917 -2.5755 -1.1646 0.068
H 3.7463 -1.0527 -1.9251 0.053
H 2.2457 -1.5921 -1.3824 0.042
H 2.2369 -3.2232 -2.9380 0.023
C 3.8840 -4.2635 1.5357 -0.154
O 2.9516 -5.3318 1.5052 -0.160
H 4.7256 -4.4866 2.2298 0.097
H 4.2940 -4.0835 0.5504 0.067
H 3.3579 -3.3767 1.8126 0.046
H 2.3821 -5.1985 2.3057 0.051
C -4.2647 -1.4871 -0.7577 -0.058
O -3.3235 -2.4000 -1.4523 -0.201
H -3.8172 -0.4826 -0.8010 0.061
H -5.1899 -1.3248 -1.2972 0.074
H -4.5269 -1.8594 0.2086 0.060
H -2.8679 -1.8028 -2.1033 0.058
C -1.2392 4.2392 -0.9271 -0.092
O -1.1073 3.7254 0.4361 -0.194
H -0.2707 4.3758 -1.4286 0.073
H -1.8881 3.5990 -1.5695 0.076
H -1.6817 5.2081 -0.8097 0.074
H -0.5109 4.3451 0.9329 0.048
C -0.6827 0.6706 -0.4275 -0.119
O 0.2930 0.3095 0.5476 -0.140
H -1.6773 0.5595 -0.0246 0.067
H -0.5227 1.6820 -0.8094 0.062
H -0.5411 0.0017 -1.2720 0.053
H 0.1707 -0.6276 0.7181 0.038
C 0.2638 1.5160 4.0523 -0.663
O 0.7861 0.3942 4.0863 -0.043
N 0.0747 2.1547 2.8672 0.200
N -0.0820 2.3064 5.0807 0.178
H 0.0990 1.5996 2.0373 0.060
H -0.5146 2.9446 2.8515 0.029
H -0.4256 3.2221 4.8404 0.060
H -0.4430 1.8149 5.9059 0.129
C 1.2046 -3.7766 4.5310 -0.696
O 1.4493 -4.0818 5.6414 0.090
N 1.1627 -2.4977 4.0559 0.148
N 0.9588 -4.7058 3.5012 0.138
H 1.2738 -1.9068 4.8918 0.110
H 0.5934 -2.2464 3.2135 0.074
H 0.4489 -5.4829 3.8755 0.109
H 0.4654 -4.2072 2.8036 0.039
C -1.8827 5.3556 3.8719 -0.508
O -1.5809 4.1638 3.7171 -0.020
N -3.1615 5.7670 4.4140 0.142
N -1.0652 6.4306 3.5050 0.161
H -3.2093 6.7482 4.3176 0.055
H -3.9531 5.3660 3.9436 0.090
H -1.2180 7.4162 3.7695 0.114
H -0.1683 6.3500 3.0682 0.068
C -2.9684 -5.6760 -1.9187 -0.696
O -2.7216 -6.7831 -2.3210 0.019
N -3.6473 -4.7509 -2.6132 0.158
N -2.7528 -5.3579 -0.5597 0.146
H -3.7000 -3.7738 -2.3500 0.044
H -3.9667 -5.0273 -3.5205 0.098
H -3.0867 -4.4736 -0.2150 0.067
H -1.9997 -5.8268 -0.0817 0.089
C -0.7129 -0.3486 -3.7191 -0.717
O -1.4877 -1.2351 -3.3075 -0.035
N -0.9783 0.9139 -3.8105 0.204
N 0.5111 -0.5831 -4.1391 0.216
H -1.8931 1.1735 -3.4345 0.079
H -0.2837 1.5830 -4.0810 0.093
H 0.8952 -1.4232 -3.8415 0.065
H 1.0173 0.2590 -4.4476 0.089
C 1.9853 4.1899 1.5674 -0.634
O 1.0595 5.0230 1.5501 -0.031
N 2.3500 3.4628 0.4637 0.188
N 2.8084 4.0130 2.6476 0.147
H 1.7706 3.5161 -0.3332 0.058
H 3.1894 2.8504 0.5383 0.058
H 3.6177 3.3345 2.6194 0.104
H 2.5065 4.1096 3.6291 0.114
C -0.4629 -4.7294 -4.3742 -0.627
O 0.3620 -4.5295 -3.4910 0.020
N -1.4850 -3.8672 -4.6902 0.156
N -0.6064 -5.8413 -5.1935 0.134
H -1.7860 -3.9353 -5.6439 0.097
H -1.5444 -2.9174 -4.2992 0.068
H 0.1094 -6.4941 -4.9485 0.090
H -1.5260 -6.2196 -4.9535 0.100
C 5.7249 1.7021 -1.9255 -0.574
O 5.9246 0.5817 -1.4735 0.030
N 5.1582 2.7465 -1.0926 0.131
N 5.9389 2.1487 -3.2218 0.163
H 5.1230 2.5082 -0.1286 0.036
H 5.3579 3.6436 -1.4397 0.069
H 6.2309 1.3576 -3.7554 0.101
H 5.4111 2.9103 -3.6166 0.068
C 0.4751 -3.3472 -0.0013 -0.673
O 0.6247 -2.9795 1.1721 -0.031
N 1.3245 -4.2300 -0.5203 0.207
N -0.4380 -2.7867 -0.7968 0.203
H 1.9541 -4.6512 0.1445 0.058
H 1.1244 -4.7231 -1.4060 0.106
H -1.3449 -2.4958 -0.4428 0.093
H -0.5477 -2.9238 -1.7890 0.073
C -2.8059 -1.3937 3.2598 -0.616
O -3.9011 -1.2973 2.7250 0.015
N -2.4626 -2.2173 4.3205 0.166
N -1.7662 -0.5096 2.9344 0.170
H -1.4838 -2.2702 4.4543 0.052
H -2.9841 -3.0089 4.6288 0.097
H -0.8280 -0.4456 3.3456 0.050
H -1.9177 0.0336 2.1085 0.053
C -4.5550 2.2649 -2.2446 -0.580
O -3.4235 1.6800 -2.3700 -0.064
N -5.0077 2.9129 -1.1513 0.185
N -5.3847 2.3553 -3.3777 0.136
H -5.8265 3.4578 -1.1594 0.090
H -4.4139 2.9686 -0.2923 0.080
H -6.3297 2.6588 -3.2682 0.083
H -4.9788 1.9008 -4.1919 0.107
C 3.8321 0.5336 1.4858 -0.647
O 4.3752 1.6498 1.2850 -0.066
N 4.0099 -0.4006 0.5916 0.194
N 3.0814 0.1415 2.5075 0.219
H 4.6999 -0.1273 -0.1239 0.081
H 4.0467 -1.3956 0.7647 0.100
H 2.7633 0.8537 3.1649 0.103
H 2.5688 -0.6912 2.3439 0.079
C 2.4694 2.5044 -3.5456 -0.574
O 1.9697 2.0346 -4.5724 0.009
N 3.2215 3.7666 -3.4963 0.117
N 2.3316 1.9571 -2.3115 0.187
H 3.5484 4.1787 -2.6197 0.078
H 3.2606 4.3035 -4.3544 0.095
H 1.7833 1.1119 -2.2504 0.095
H 3.1756 2.0772 -1.7574 0.059
```

- Total charge: 0
- Energy: -98594.375 eV
- Frontier orbital gap: 9.37 eV
- Highest occupied orbital energy: -0.337 Eh